Record 1
The following is a quantum chemistry calculation of 2 unconnected molecules or ions with the total composition C23H16Cl2NO3S at a distorted geometry, from the OMol25 dataset.

Geometry as XYZ:
```
46
Properties=species:S:1:pos:R:3:mulliken_charge:R:1
Cl -9.4250 0.8054 0.5217 -0.2427
C -7.7276 0.8095 0.2590 0.3700
C -7.0267 -0.4006 0.2113 -0.5705
C -5.6430 -0.3964 -0.0131 -0.2487
C -4.9729 0.8095 -0.2018 -0.1434
S -3.1786 0.7858 -0.5666 0.9880
C -2.3537 0.9790 0.9381 -0.6967
Cl -0.7395 0.7478 1.1149 -0.1139
O -2.9500 -0.5392 -1.1014 -0.6548
O -2.9811 1.9523 -1.4019 -0.6505
C -5.6648 2.0183 -0.1469 -0.2936
C -7.0494 2.0207 0.0814 -0.5366
H -7.5599 -1.3363 0.3373 0.3734
H -5.1034 -1.3377 -0.0567 0.4219
H -2.8860 1.4471 1.7557 0.3337
H -5.1429 2.9592 -0.2959 0.3732
H -7.6036 2.9527 0.1093 0.3745
N 3.7229 1.1404 6.9482 -0.5395
C 3.5170 1.0774 5.7959 -0.0075
C 3.2332 1.0123 4.3868 0.5990
C 3.3307 2.1646 3.5927 -0.6515
C 3.0265 2.1048 2.2392 -0.5583
C 2.5756 0.9070 1.6384 1.0812
C 2.1870 0.8763 0.2363 -0.4687
C 2.1311 -0.2569 -0.4972 -0.2080
C 2.1062 -0.2292 -1.9780 -0.0034
C 2.7473 -1.3886 -2.7130 0.2819
C 3.6413 -2.2663 -2.0787 -0.2797
C 4.3363 -3.2358 -2.8100 -0.6661
C 4.1500 -3.3363 -4.1948 -0.3219
C 3.2597 -2.4629 -4.8404 -0.4640
C 2.5597 -1.5046 -4.1055 -0.3434
O 1.6124 0.7050 -2.6162 -0.6395
C 2.5501 -0.2583 2.4386 -0.2207
C 2.8581 -0.2009 3.7963 -0.8292
H 3.6636 3.0980 4.0522 0.4104
H 3.1312 2.9966 1.6212 0.3818
H 2.0395 1.8479 -0.2511 0.2876
H 2.0407 -1.2363 -0.0236 0.5433
H 3.7961 -2.1651 -1.0020 0.3924
H 5.0228 -3.9093 -2.2961 0.3510
H 4.6938 -4.0874 -4.7680 0.3547
H 3.1111 -2.5312 -5.9198 0.3514
H 1.8724 -0.8213 -4.6079 0.4072
H 2.2678 -1.2146 1.9993 0.2884
H 2.8240 -1.1025 4.4131 0.3879
```

Charge   -1
Maximum force   4.14 eV Å⁻¹
Energy above the lowest of the compared OMol25 structures with the same formula, charge and spin   33.55 kJ/mol
HOMO level   -0.0979 hartree
2S+1   1
Total energy   -2485.05831 Ha
Frontier orbital gap   4.02 eV

***

Record 2
The following is a quantum chemistry calculation of a molecular structure, C25H47IN4OS at a distorted geometry, from the OMol25 dataset.

Geometry as XYZ:
```
79
Properties=species:S:1:pos:R:3:mulliken_charge:R:1
C -3.3419 3.7300 -2.1681 -1.2376
C -2.4892 3.1930 -1.0042 -0.2696
O -1.7683 2.0247 -1.3245 -0.1352
C -2.6138 0.9336 -1.6060 -1.2939
C -1.7860 -0.3280 -1.5727 0.9910
C -2.4867 -1.5568 -2.0699 0.5205
C -1.7213 -2.7551 -2.1177 -0.4826
C -2.1986 -3.9660 -2.5020 0.2399
C -1.3436 -5.2086 -2.4763 -1.4385
C -1.3189 -5.9288 -1.1102 -0.4319
C -1.2619 -4.9598 0.0516 -1.2056
I -2.9887 -7.2527 -0.7852 0.0237
C -3.5551 -4.0109 -2.9423 0.7149
N -4.2348 -5.0449 -3.4386 -0.5750
S -5.6991 -4.5480 -3.7882 0.1247
N -5.5841 -2.9833 -3.3568 -0.7603
C -4.3405 -2.8331 -2.9158 0.3142
C -3.7857 -1.6036 -2.4630 -0.9282
H -3.2889 4.8062 -2.2512 0.3705
H -2.9990 3.2809 -3.0944 0.3249
H -4.3727 3.4227 -2.0348 0.3201
H -3.1580 2.9607 -0.1715 0.3877
H -1.7873 3.9545 -0.6868 0.3029
H -3.0519 1.0422 -2.5960 0.3947
H -3.3981 0.8699 -0.8472 0.4626
H -1.4327 -0.5299 -0.5641 -0.7624
H -0.8958 -0.1453 -2.1726 0.5334
H -0.6873 -2.7024 -1.8073 0.4576
H -0.3228 -4.9283 -2.7128 0.4332
H -1.7165 -5.8713 -3.2482 0.4848
H -0.4525 -6.5756 -1.1122 0.5432
H -2.2200 -4.4697 0.1649 0.4486
H -1.0262 -5.4616 0.9808 0.5627
H -0.5018 -4.2128 -0.1584 0.0647
H -4.4372 -0.7491 -2.4714 0.4343
C 1.4465 3.2049 -1.5045 -1.4110
C 1.9770 2.9692 -0.0992 -0.0967
N 3.2551 3.6051 0.1613 0.0890
C 3.8680 3.1668 1.4026 -0.6587
C 3.1596 3.4997 2.7231 -1.0911
C 3.3131 5.0307 -0.1073 -0.7559
C 2.3360 5.9471 0.6441 -0.9329
H 2.1633 2.8687 -2.2556 0.2986
H 0.5224 2.6428 -1.6367 0.2252
H 1.2176 4.2558 -1.6898 0.3939
H 2.1122 1.8919 0.0328 0.4676
H 1.2011 3.2733 0.6222 0.2593
H 4.8880 3.5593 1.4406 0.3787
H 3.9788 2.0791 1.3427 0.3374
H 3.2845 4.5452 3.0008 0.3400
H 3.5904 2.9018 3.5290 0.4075
H 2.0931 3.2767 2.6861 0.2309
H 3.1606 5.1770 -1.1791 0.4056
H 4.3362 5.3692 0.0745 0.4221
H 1.3312 5.5251 0.6913 0.2020
H 2.2635 6.9080 0.1304 0.3730
H 2.6674 6.1535 1.6604 0.2922
C -1.0788 -1.6897 2.4669 -0.8855
C 0.3186 -1.8592 3.0382 -0.5341
N 1.3226 -2.0958 2.0164 0.2664
C 2.6082 -2.5004 2.5587 -0.6869
C 3.3819 -1.4957 3.4228 -0.9311
C 1.3660 -1.1198 0.9405 -0.7231
C 1.6159 0.3513 1.3039 0.5185
H -1.3657 -2.5593 1.8730 -0.0106
H -1.8030 -1.5788 3.2748 0.4798
H -1.1576 -0.7998 1.8402 0.1267
H 0.3126 -2.7240 3.7068 0.5381
H 0.5503 -0.9840 3.6660 0.2257
H 3.2467 -2.8181 1.7298 0.3562
H 2.4389 -3.4024 3.1551 0.4499
H 3.8500 -0.7169 2.8226 0.1536
H 4.1827 -2.0132 3.9547 0.4237
H 2.7474 -1.0209 4.1712 0.2710
H 0.4189 -1.1780 0.3960 -0.6223
H 2.1194 -1.4451 0.2185 0.5387
H 1.0484 0.6600 2.1828 0.1954
H 1.3084 0.9930 0.4749 -0.0515
H 2.6696 0.5532 1.4895 -0.2090
```

Charge   0
Maximum force   1.81 eV Å⁻¹
HOMO level   -0.2966 hartree
2S+1   1
Total energy   -1970.85966 Ha
Frontier orbital gap   7.68 eV

***

Record 3
The following is a quantum chemistry calculation of 2 unconnected molecules or ions with the total composition C3H5F2NS at a distorted geometry, from the OMol25 dataset.

Geometry as XYZ:
```
12
Properties=species:S:1:pos:R:3:mulliken_charge:R:1
C -1.5558 0.2708 -0.0737 -0.1267
C 1.5878 -1.1014 -0.8170 -0.6034
C 2.0568 -0.1301 0.0079 0.5147
N -2.0850 -0.1804 1.0507 -0.2842
F 2.9273 -0.4327 1.0930 -0.2461
F 1.8538 1.1325 -0.1367 -0.1793
S -1.4085 1.9877 -0.1447 -0.2291
H 1.7199 -2.1192 -0.4332 0.2483
H -1.2001 2.1515 -1.5406 0.1776
H 1.0043 -0.8527 -1.7184 0.2746
H -2.2185 -1.1952 1.1669 0.2611
H -2.6821 0.4692 1.5457 0.1926
```

Charge   0
Maximum force   3.56 eV Å⁻¹
Energy above the lowest of the compared OMol25 structures with the same formula, charge and spin   272.32 kJ/mol
HOMO level   -0.3020 hartree
2S+1   1
Total energy   -769.87159 Ha
Frontier orbital gap   8.91 eV

***

Record 4
The following is a quantum chemistry calculation of 3 unconnected molecules or ions with the total composition C31H35N5O5 at a distorted geometry, from the OMol25 dataset.

Geometry as XYZ:
```
76
Properties=species:S:1:pos:R:3:mulliken_charge:R:1
H 2.1260 -0.5947 2.8280 0.2392
N 2.6521 -0.0232 2.1647 -0.5296
C 1.8670 0.5337 1.3349 0.5170
C 2.5015 1.4493 0.3090 -1.4876
C 0.3597 0.2684 1.4475 -0.9212
C -0.4263 0.2893 0.1161 2.9761
C -0.5325 1.7381 -0.2661 -0.9369
N -0.6220 2.8662 -0.5346 -0.6901
C 0.2827 -0.4410 -1.0259 -0.4325
C 1.0550 -1.5767 -0.7793 -0.2982
C 1.6023 -2.1534 -1.8977 -0.9925
C 1.4557 -1.6579 -3.1696 -0.6827
N 0.7228 -0.5786 -3.4018 -0.3937
C 0.1668 -0.0412 -2.3377 -0.2807
C -1.9261 -0.2366 0.2381 2.8933
C -2.6749 0.4132 -0.8906 -0.9889
N -3.1830 0.8755 -1.8264 -0.6881
C -2.1188 -1.7549 0.0222 -1.3358
C -1.4986 -2.6939 1.0832 -0.9797
C -2.3460 -2.8439 2.3707 -0.3351
N -1.9583 -3.9967 3.1769 -0.6233
C -2.6416 0.2701 1.5248 -2.0473
O -3.1036 1.5839 1.3621 -0.3375
C -4.3890 1.7946 1.9186 -0.4895
C -4.2687 1.9613 3.4627 -0.5280
C -4.4800 0.6401 4.2626 -0.9633
H 2.8392 0.8815 -0.5637 0.2635
H 3.4166 1.8362 0.7698 0.5387
H 1.9000 2.3179 0.0399 0.3496
H -0.0519 1.0822 2.0618 0.5957
H 0.2209 -0.6422 2.0355 0.2741
H 1.2103 -1.9702 0.2150 0.5243
H 2.2108 -3.0459 -1.7667 0.4207
H 1.9161 -2.1452 -4.0227 0.4124
H -0.4655 0.8301 -2.5196 0.5332
H -3.2029 -1.9275 0.0693 0.9510
H -1.8341 -2.0775 -0.9815 0.4237
H -1.5076 -3.6992 0.6348 0.4048
H -0.4526 -2.4880 1.3167 0.3749
H -3.4099 -2.8766 2.1162 0.4300
H -2.1734 -1.9500 2.9891 -0.0554
H -1.0487 -4.3603 2.9387 0.2445
H -2.6639 -4.7146 3.1995 0.2389
H -2.0482 0.1048 2.4322 0.2858
H -3.5272 -0.3786 1.6215 0.8562
H -5.1222 1.0280 1.6311 0.3394
H -4.7782 2.7459 1.5435 0.4001
H -5.0004 2.7060 3.7855 0.4789
H -3.2474 2.3131 3.6266 0.2508
H -4.5581 -0.2527 3.6387 0.2444
H -3.5932 0.4944 4.8938 0.2544
H -5.3184 0.7354 4.9549 0.3536
O 7.4213 0.0653 1.0538 -0.5523
C 7.1313 0.5124 2.1433 0.1805
C 5.7184 0.6157 2.5828 -0.1468
C 5.4031 1.1082 3.7769 -0.2234
C 6.4478 1.5733 4.7203 0.2344
O 6.1600 2.0206 5.8103 -0.5440
C 7.8619 1.4701 4.2809 -0.4255
C 8.1789 0.9776 3.0865 -0.3738
H 4.9665 0.2725 1.8870 0.5545
H 4.3773 1.1912 4.1127 0.4321
H 8.6107 1.8152 4.9827 0.4095
H 9.2039 0.8934 2.7479 0.4149
O 0.5626 1.7857 -8.2353 -0.5375
C -0.4585 1.2403 -7.8746 0.1738
C -1.5957 1.0442 -8.8078 -0.3974
C -2.7169 0.4473 -8.4126 -0.3961
C -2.8776 -0.0492 -7.0231 0.1759
O -3.8996 -0.5954 -6.6666 -0.5401
C -1.7411 0.1475 -6.0912 -0.1667
C -0.6195 0.7444 -6.4865 -0.1260
H -1.4597 1.4119 -9.8170 0.4053
H -3.5575 0.2953 -9.0777 0.4053
H -1.8755 -0.2198 -5.0814 0.4843
H 0.2197 0.8941 -5.8186 0.5076
```

Charge   0
Maximum force   2.27 eV Å⁻¹
Energy above the lowest of the compared OMol25 structures with the same formula, charge and spin   715.44 kJ/mol
SMILES   [H]/N=C(/C)C[C@@](C#N)(c1cccnc1)[C@@](C#N)(CCCN)COCCC.O=C1C=CC(=O)C=C1.O=C1C=CC(=O)C=C1
HOMO level   -0.3596 hartree
2S+1   1
Total energy   -1852.09881 Ha
Frontier orbital gap   8.50 eV

***

Which formula does entry 4 have?
C31H35N5O5

***

Look up the frontier orbital gap of the second one.
7.68 eV